Here is a cluster of 4 separate species, C17H32F3N2O3 in total at a distorted geometry from the Open Molecules 2025 dataset. Energies are from the ωB97M-V functional and the def2-TZVPD basis.

The value obtained for the calculated total energy is -35414.0960 eV. For the HOMO energy, the calculation gives -11.502 eV. For the max |F|, the calculation gives 1.21 eV/Å. The charge is +1. The calculation puts the relative energy (zero: lowest compared OMol25 entry of this formula, charge and spin) at 0.0 kcal per mole.

Each atom is followed by the atoms it is bonded to, with distances in Å.
Atoms and positions in Å:
1 F -1.0257 -0.4831 1.8656  C2 1.327
2 C -0.8927 -0.7463 0.5715  F1 1.327, F3 1.323, C4 1.336
3 F -2.0622 -1.0122 0.0132  C2 1.323
4 C 0.2826 -0.7166 -0.0630  C2 1.336, F5 1.351, C6 1.497
5 F 1.1462 0.2669 0.2720  C4 1.351
6 C 0.7903 -1.6791 -1.0909  C4 1.497, C7 1.537, H14 1.090, H15 1.094
7 C 0.2592 -3.1101 -0.9071  C6 1.537, C8 1.495, H16 1.093, H17 1.089
8 C 0.1822 -3.5733 0.5124  C7 1.495, C9 1.386, C13 1.415
9 C -0.8393 -4.3775 0.9926  C8 1.386, C10 1.385, H18 1.079
10 C -0.7768 -4.6835 2.3423  C9 1.385, N11 1.319, H19 1.081
11 N 0.2101 -4.2533 3.1039  C10 1.319, N12 1.322, H20 1.013
12 N 1.2311 -3.5187 2.6956  N11 1.322, C13 1.303
13 C 1.1881 -3.1967 1.4337  C8 1.415, N12 1.303, H21 1.082
14 H 1.8793 -1.6301 -1.0826  C6 1.090
15 H 0.4932 -1.3534 -2.0920  C6 1.094
16 H 0.9173 -3.7996 -1.4415  C7 1.093
17 H -0.7216 -3.1980 -1.3729  C7 1.089
18 H -1.6620 -4.7218 0.3853  C9 1.079
19 H -1.5372 -5.2846 2.8214  C10 1.081
20 H 0.2135 -4.4768 4.0921  N11 1.013
21 H 2.0117 -2.5836 1.0919  C13 1.082
22 C 1.3661 -7.7030 -2.7428  C23 1.518, H26 1.093, H27 1.090, H28 1.090
23 C 1.8544 -6.6456 -1.7691  C22 1.518, C24 1.519, O25 1.440, H29 1.092
24 C 3.1007 -7.0981 -1.0283  C23 1.519, H30 1.093, H31 1.091, H32 1.089
25 O 0.8123 -6.3225 -0.8288  C23 1.440, H33 0.964
26 H 1.1085 -8.6209 -2.2080  C22 1.093
27 H 0.4713 -7.3635 -3.2645  C22 1.090
28 H 2.1303 -7.9394 -3.4825  C22 1.090
29 H 2.0648 -5.7200 -2.3096  C23 1.092
30 H 2.8903 -7.9997 -0.4470  C24 1.093
31 H 3.4392 -6.3291 -0.3322  C24 1.091
32 H 3.9125 -7.3185 -1.7207  C24 1.089
33 H 0.6130 -7.1306 -0.3424  O25 0.964
34 C -0.1310 4.8830 -0.3736  C35 1.519, H38 1.095, H39 1.089, H40 1.088
35 C 1.2524 4.5199 -0.8863  C34 1.519, C36 1.521, O37 1.430, H41 1.091
36 C 1.1880 3.9404 -2.2915  C35 1.521, H42 1.095, H43 1.090, H44 1.090
37 O 1.8848 3.5892 -0.0040  C35 1.430, H45 0.963
38 H -0.7650 3.9916 -0.3243  C34 1.095
39 H -0.0722 5.2951 0.6331  C34 1.089
40 H -0.6197 5.6150 -1.0133  C34 1.088
41 H 1.8872 5.4069 -0.8862  C35 1.091
42 H 0.5900 3.0232 -2.2936  C36 1.095
43 H 2.1867 3.6847 -2.6470  C36 1.090
44 H 0.7388 4.6449 -2.9921  C36 1.090
45 H 1.3426 2.7936 0.0135  O37 0.963
46 C -3.1250 6.9513 2.6331  C47 1.521, H50 1.094, H51 1.091, H52 1.091
47 C -2.3708 7.5725 1.4677  C46 1.521, C48 1.520, O49 1.429, H53 1.091
48 C -2.8635 8.9805 1.1738  C47 1.520, H54 1.094, H55 1.090, H56 1.091
49 O -2.4964 6.7515 0.3054  C47 1.429, H57 0.963
50 H -4.1904 6.8766 2.3983  C46 1.094
51 H -2.7591 5.9432 2.8308  C46 1.091
52 H -3.0138 7.5463 3.5403  C46 1.091
53 H -1.3038 7.5992 1.6958  C47 1.091
54 H -3.9217 8.9622 0.8988  C48 1.094
55 H -2.3131 9.4109 0.3373  C48 1.090
56 H -2.7448 9.6317 2.0405  C48 1.091
57 H -3.4311 6.7093 0.0757  O49 0.963

Atom-resolved charges from Löwdin, all expressed in e: 0.153, -0.303, 0.165, -0.222, 0.090, -0.090, -0.109, -0.153, 0.054, 0.011, 0.065, 0.152, -0.019, 0.134, 0.136, 0.123, 0.136, 0.145, 0.152, 0.188, 0.146, -0.052, -0.490, -0.054, -0.080, 0.087, 0.083, 0.089, 0.130, 0.086, 0.076, 0.088, 0.091, -0.069, -0.492, -0.065, -0.057, 0.081, 0.076, 0.073, 0.140, 0.073, 0.077, 0.081, 0.057, -0.062, -0.499, -0.061, -0.070, 0.081, 0.076, 0.081, 0.136, 0.082, 0.080, 0.081, 0.090